1.
ORCA calculation (ωB97M-V/def2-TZVPD) on 14 unconnected molecules or ions with the total composition H28O14 at a distorted geometry.

Computed properties:
* gap between HOMO and LUMO (alpha / beta): 10.99 / 2.50 eV
* strongest force on any atom: 13.88 eV/A
* energy above the lowest of the compared OMol25 structures with the same formula, charge and spin: 5.788 eV
* <S²>: 0.76
* HOMO (alpha / beta): -0.51492 / -0.49676 Eh
* energy: -1069.58783 Ha

Structure (ORCA input):
```
! wB97M-V def2-TZVPD RIJCOSX def2/J DEFGRID3
* xyz 1 2
O -3.185 -1.812 1.785
H -3.004 -1.719 0.788
H -2.537 -1.257 2.339
O 1.951 1.798 3.855
H 2.586 1.182 3.693
H 1.459 1.695 3.212
O -2.367 0.387 0.196
H -3.191 0.439 0.699
H -2.549 0.406 -0.695
O -2.732 -0.862 -2.474
H -2.067 -1.363 -3.139
H -3.572 -1.033 -2.720
O 3.682 -2.877 -1.519
H 3.413 -2.863 -2.501
H 3.415 -2.149 -1.008
O 0.680 -2.071 -1.905
H 1.196 -2.464 -1.335
H 0.984 -1.533 -2.500
O -0.363 -2.307 1.340
H -0.683 -3.218 1.650
H -0.725 -2.166 0.513
O -0.941 3.452 -0.395
H -0.566 3.675 0.457
H -1.210 2.514 -0.332
O 2.237 -0.835 -3.603
H 1.965 -1.419 -4.397
H 2.477 -0.034 -3.948
O 0.252 2.587 1.967
H 0.411 1.793 1.444
H -0.654 2.816 1.624
O -4.056 1.284 2.237
H -4.118 0.564 2.926
H -3.562 1.956 2.766
O 3.976 1.458 2.059
H 4.852 1.309 1.718
H 3.604 0.791 1.454
O -0.321 0.225 -3.531
H 0.451 0.721 -3.296
H -0.931 1.010 -3.247
O 1.290 -0.251 0.441
H 0.328 -0.492 0.705
H 1.409 -0.576 -0.496
*
```

---

2.
ORCA calculation (ωB97M-V/def2-TZVPD) on a molecular structure, H28O18S at a distorted geometry.

Computed properties:
* gap between HOMO and LUMO: 9.20 eV
* strongest force on any atom: 10.92 eV/A
* energy above the lowest of the compared OMol25 structures with the same formula, charge and spin: 10.372 eV
* HOMO: -0.14615 Eh
* energy: -1769.15733 Ha

Structure (ORCA input):
```
! wB97M-V def2-TZVPD RIJCOSX def2/J DEFGRID3
* xyz -2 1
S -59.688 21.050 -8.896
O -58.994 20.883 -7.608
O -60.652 19.979 -9.073
O -60.316 22.425 -8.784
O -58.744 21.045 -9.977
O -62.178 23.221 -8.175
H -62.949 22.519 -8.051
H -61.403 22.950 -8.538
O -56.614 19.496 -10.064
H -56.833 18.928 -10.966
H -57.170 20.177 -9.866
O -60.448 18.024 -11.915
H -60.108 18.878 -12.183
H -60.834 17.992 -10.949
O -59.273 21.233 -5.041
H -59.360 22.219 -4.728
H -59.400 21.277 -6.028
O -57.096 22.979 -11.147
H -56.892 23.728 -10.595
H -57.397 22.410 -10.386
O -62.407 20.743 -9.776
H -61.741 20.008 -9.643
H -63.093 20.107 -10.098
O -61.510 17.801 -9.324
H -61.167 18.538 -9.099
H -61.038 17.190 -8.783
O -59.079 23.945 -7.198
H -59.515 23.414 -7.856
H -59.626 24.810 -7.477
O -58.080 18.593 -6.710
H -57.233 18.870 -6.868
H -58.362 19.462 -7.019
O -63.857 20.882 -7.442
H -64.581 21.049 -7.857
H -63.145 20.580 -8.138
O -61.560 19.304 -6.751
H -61.359 19.515 -7.550
H -60.801 19.406 -6.136
O -59.467 20.486 -12.208
H -59.940 21.171 -12.404
H -59.146 20.823 -11.263
O -60.387 24.176 -10.245
H -60.131 23.396 -9.885
H -61.296 24.431 -9.971
O -56.714 21.704 -6.903
H -56.817 21.890 -6.060
H -57.555 21.367 -7.237
*
```

---

3.
ORCA calculation (ωB97M-V/def2-TZVPD) on 14 unconnected molecules or ions with the total composition H29O14 at a distorted geometry.

Computed properties:
* gap between HOMO and LUMO: 9.56 eV
* strongest force on any atom: 9.36 eV/A
* energy above the lowest of the compared OMol25 structures with the same formula, charge and spin: 7.373 eV
* HOMO: -0.48200 Eh
* energy: -1070.33307 Ha

Structure (ORCA input):
```
! wB97M-V def2-TZVPD RIJCOSX def2/J DEFGRID3
* xyz 1 1
O -1.580 -4.074 -0.741
H 3.615 1.139 0.489
O -0.974 1.244 4.052
H -1.529 2.066 3.812
H -1.317 0.951 4.825
O 1.628 1.363 4.000
H 1.226 -2.938 0.267
H 0.003 1.467 3.968
O 0.385 1.234 1.651
H -0.026 2.164 1.582
H 0.259 1.108 0.770
O -0.536 2.381 -1.700
H -0.066 1.542 -1.688
H -1.340 2.427 -2.311
O -0.271 -1.188 -1.768
H -0.500 -2.041 -2.003
H 0.415 -1.401 -1.026
O -0.057 -2.818 1.768
H -0.449 -3.586 1.432
H 0.442 -3.082 2.496
O -3.589 0.132 -1.566
H -4.321 -0.193 -2.166
H -2.824 0.282 -2.021
O -2.066 0.183 0.836
H -2.976 0.070 0.195
H -1.037 -4.159 -1.612
O 4.411 0.780 0.094
H 4.210 0.641 -0.783
H 2.055 2.251 3.798
O 1.608 -2.270 -0.304
H 1.772 0.971 3.096
H 1.867 -0.574 -4.215
O 2.375 -1.146 -3.634
H -1.925 -0.702 1.036
H 2.680 -0.448 -3.258
O 0.496 4.003 0.766
H 0.397 4.602 0.057
H -0.122 3.238 0.270
O -1.563 0.356 -3.353
H -0.747 -0.257 -3.335
H -2.346 0.058 -3.639
H -2.079 -4.824 -0.554
H 2.526 -2.210 -0.283
*
```

---

4.
ORCA calculation (ωB97M-V/def2-TZVPD) on a molecular structure, H29O15 at a distorted geometry.

Computed properties:
* gap between HOMO and LUMO: 7.79 eV
* strongest force on any atom: 8.48 eV/A
* energy above the lowest of the compared OMol25 structures with the same formula, charge and spin: 4.334 eV
* HOMO: -0.19845 Eh
* energy: -1145.91322 Ha

Structure (ORCA input):
```
! wB97M-V def2-TZVPD RIJCOSX def2/J DEFGRID3
* xyz -1 1
O -1.619 -0.301 -1.945
H -2.431 0.043 -1.566
H -4.163 -0.242 -2.349
O 3.202 -0.869 4.182
H 3.889 -0.215 4.127
H 3.641 1.614 -1.700
O -3.870 0.667 -2.420
H 1.222 2.835 -4.276
H 0.555 0.493 0.357
O 3.731 -0.510 0.382
H -1.278 2.607 0.597
H 3.272 -1.354 0.435
O -0.452 -3.830 0.607
H -1.188 -4.402 0.383
H 1.220 1.165 1.765
O 0.718 -3.186 3.012
H -2.015 0.846 0.037
H 0.694 -2.237 3.118
O 0.371 3.271 -4.293
H -0.574 -2.991 0.155
H 3.373 -1.723 3.784
O 1.472 3.495 0.085
H 0.735 3.686 0.642
H -1.169 -0.172 -1.084
O -0.875 1.939 0.027
H -0.188 1.236 1.828
H -3.575 0.776 -1.491
O -2.834 0.215 0.160
H 4.195 -0.416 1.203
O -1.353 -1.192 2.383
H -1.743 -0.660 1.678
H -3.389 0.912 0.536
O -3.158 -3.238 -1.667
H -3.017 -2.319 -1.405
H -3.967 -3.514 -1.228
O 0.496 0.550 1.947
H -0.338 2.654 -4.100
H 1.195 3.249 -0.797
O 0.537 0.728 -0.564
H 0.574 -3.377 2.079
H -0.509 -0.791 2.645
O 3.674 2.366 -2.304
H 0.155 1.594 -0.595
H 4.148 3.045 -1.817
*
```

---

5.
ORCA calculation (ωB97M-V/def2-TZVPD) on a gas-phase ion, H2I2O2P (charge +1).

Computed properties:
* gap between HOMO and LUMO: 9.02 eV
* strongest force on any atom: 0.85 eV/A
* energy above the lowest of the compared OMol25 structures with the same formula, charge and spin: 0.000 eV
* HOMO: -0.54279 Eh
* energy: -1088.23292 Ha

Structure (ORCA input):
```
! wB97M-V def2-TZVPD RIJCOSX def2/J DEFGRID3
* xyz 1 1
O 0.589 -0.105 -1.268
O 0.590 0.107 1.269
P -0.310 0.000 0.001
I -1.558 2.044 -0.005
I -1.547 -2.050 0.004
H 1.116 0.640 -1.581
H 1.120 -0.637 1.581
*
```

---

6.
ORCA calculation (ωB97M-V/def2-TZVPD) on 2 unconnected molecules or ions with the total composition H2IOP at a distorted geometry.

Computed properties:
* gap between HOMO and LUMO (alpha / beta): 6.74 / 6.73 eV
* strongest force on any atom: 2.73 eV/A
* energy above the lowest of the compared OMol25 structures with the same formula, charge and spin: 2.301 eV
* HOMO (alpha / beta): -0.31689 / -0.31692 Eh
* energy: -715.41277 Ha

Structure (ORCA input):
```
! wB97M-V def2-TZVPD RIJCOSX def2/J DEFGRID3
* xyz 0 1
O 1.827 -0.165 -0.333
P -2.464 1.424 -0.039
I -2.508 -0.994 0.034
H 0.837 0.034 -0.175
H 2.307 -0.300 0.514
*
```